Entry 1:
A molecular structure, C36H47HfN5P2, computed with ωB97M-V with the def2-TZVPD basis set.

The LUMO energy (alpha / beta) is -9.4 / -9.4 eV. For the HOMO-LUMO gap (alpha / beta), the calculation gives 2.4 / 2.3 eV. As for the spin multiplicity: 1. Its net charge is +2. The calculation puts the HOMO energy (alpha / beta) at -11.790 / -11.789 eV.

Each line ends with the Löwdin charge.
Cartesian coordinates (Å):
Hf: 0.0390 -0.8185 2.6160  1.755
P: 1.7958 -1.2570 -3.5220  1.087
P: -1.8922 -0.6893 -3.2104  1.096
N: -1.9840 1.0909 -3.5728  -0.239
N: -3.4753 -1.0580 -3.9420  -0.281
N: 3.1780 -0.1419 -3.8854  -0.265
N: 0.6160 1.1910 7.2999  -0.277
N: 2.3325 -2.4762 -4.7289  -0.268
C: 1.2452 2.2356 2.0305  -0.132
C: -5.0451 -2.5059 -4.7479  -0.084
C: 0.7193 2.3800 8.0938  -0.071
C: -1.5696 1.9201 -2.5313  -0.207
C: 2.9048 -4.5506 -5.4524  -0.088
C: 1.5298 -1.3922 4.1229  -0.213
C: -0.7953 -1.0396 -4.6957  -0.385
C: 2.5953 -2.3991 -6.0984  -0.143
C: 2.5009 -3.8158 -4.3498  -0.167
C: -0.9371 0.9526 0.3452  -0.195
C: 3.6823 0.3807 -5.0789  -0.127
C: 4.9428 1.2015 -3.3688  -0.092
C: -2.0325 -1.7157 4.6544  -0.122
C: 3.9549 0.3807 -2.8370  -0.184
C: -1.1596 -0.6181 4.6680  -0.207
C: -2.9305 -1.9142 5.7237  -0.057
C: -4.2412 -0.3881 -4.9070  -0.132
C: -0.0828 2.5525 2.7711  -0.150
C: 1.0595 -0.0403 7.8727  -0.060
C: 2.9884 -3.6508 -6.5590  -0.065
C: -1.6394 3.2475 -2.8992  -0.076
C: -1.9858 3.2535 -4.2858  -0.056
C: 4.7906 1.1807 -4.7967  -0.064
C: 0.0372 1.2238 5.9961  -0.184
C: -1.0704 0.1952 5.8049  -0.228
C: -1.4018 0.6421 1.7613  -0.234
C: -1.0581 1.4345 2.8891  -0.133
C: -2.9784 -1.0100 6.7796  -0.034
C: -2.1219 1.9219 -4.6874  -0.135
C: -5.1825 -1.2623 -5.4416  -0.068
C: 0.3816 0.3382 -0.1927  -0.183
C: 1.7069 0.7814 1.9633  -0.170
C: -2.0451 0.0370 6.8243  0.003
C: 0.5987 -0.3980 -4.6528  -0.406
C: 1.3678 -0.0887 0.8871  -0.198
C: -4.0148 -2.3568 -3.8284  -0.164
H: -0.5086 3.4563 2.2871  0.160
H: -4.0871 0.6530 -5.1218  0.080
H: -2.0627 0.7404 7.6599  0.134
H: 0.5574 0.6460 -4.3003  0.075
H: 5.6689 1.7629 -2.8023  0.092
H: 3.7042 0.1395 -1.8136  0.065
H: -5.8673 -1.0430 -6.2531  0.105
H: -1.1954 1.4864 -1.6312  0.007
H: -1.8281 1.5823 3.6634  0.143
H: -0.3617 2.2377 5.8288  0.125
H: -1.4731 4.0770 -2.2304  0.094
H: -1.9897 -2.4465 3.8244  0.094
H: -1.3366 -0.6686 -5.5877  0.089
H: 1.5856 -0.6739 7.1413  0.080
H: -2.1252 4.1318 -4.8957  0.104
H: 2.0376 -0.9144 0.5974  0.144
H: 2.7168 0.6340 2.4164  0.140
H: 0.2224 -0.6294 8.2887  0.092
H: 0.1632 2.9004 3.7853  0.107
H: 1.6983 -2.4869 4.1940  0.046
H: 2.4472 -1.4855 -6.6509  0.083
H: 5.4054 1.6831 -5.5271  0.100
H: 1.2119 2.7240 1.0375  0.137
H: 0.8408 1.1035 -0.8609  0.152
H: 3.2153 0.1670 -6.0280  0.086
H: -3.7207 -1.1253 7.5782  0.129
H: -2.3035 1.5065 -5.6665  0.108
H: 0.6413 3.2777 7.4599  0.091
H: -1.7432 0.5565 -0.2812  0.096
H: -2.3177 0.0249 1.7935  0.148
H: 0.8258 1.1010 5.2251  0.109
H: -5.6205 -3.4046 -4.9301  0.100
H: 0.1659 -0.5212 -0.8665  0.074
H: -0.0745 2.4336 8.8688  0.096
H: 2.5011 -0.9533 3.8514  0.014
H: 1.2991 -1.0753 5.1511  -0.011
H: -0.9259 2.0367 0.1732  0.129
H: 1.7335 0.1958 8.7113  0.102
H: -3.5931 -2.7862 5.7097  0.124
H: 1.6751 2.4156 8.6465  0.096
H: 3.3228 -3.8749 -7.5607  0.103
H: 1.0206 -0.3860 -5.6704  0.069
H: -0.7143 -2.1449 -4.7204  0.079
H: 3.1279 -5.6074 -5.4627  0.098
H: -3.6046 -3.0516 -3.1077  0.089
H: 2.0537 2.7652 2.5760  0.141
H: 2.2873 -4.1139 -3.3316  0.084

Atoms 1-2, force components in eV/Å:
-1.47 -3.97 4.52
2.31 0.47 -3.74

Entry 2:
A molecular structure, C3H2LaO3, computed with ωB97M-V with the def2-TZVPD basis set.

The LUMO energy (alpha / beta) is -10.2 / -9.8 eV. For the HOMO-LUMO gap (alpha / beta), the calculation gives 6.0 / 6.4 eV. As for the spin multiplicity: 2. Its net charge is +2. The calculation puts the HOMO energy (alpha / beta) at -16.140 / -16.217 eV.

Each line ends with the Mulliken spin population.
Cartesian coordinates (Å):
La: 4.5257 0.6027 0.1930  1.069
O: -0.2212 -1.0537 -0.2519  -0.002
O: 0.0704 1.0281 0.2872  0.001
O: 1.8769 -0.2864 -0.1104  -0.063
C: 0.6775 -0.1219 -0.0999  -0.006
C: -1.2710 0.8975 0.1783  0.000
C: -1.4921 -0.4327 -0.2093  0.000
H: -2.0073 0.0631 1.0447  0.000
H: -2.1589 -0.6968 -1.0317  0.000

Atoms 1-2, force components in eV/Å:
-1.20 -0.43 -0.15
0.30 -0.85 -1.17

Entry 3:
2 unconnected molecules or ions with the total composition C7H13N2, computed with ωB97M-V with the def2-TZVPD basis set.

The LUMO energy (alpha / beta) is -5.5 / -5.5 eV. For the HOMO-LUMO gap (alpha / beta), the calculation gives 7.6 / 7.6 eV. As for the spin multiplicity: 1. Its net charge is +1. The calculation puts the HOMO energy (alpha / beta) at -13.109 / -13.109 eV.

Each line ends with the Löwdin charge.
Cartesian coordinates (Å):
N: 2.3942 0.0254 0.0623  -0.281
N: -0.7434 1.0155 -0.0491  0.123
C: 3.7755 0.1806 -0.3734  0.011
C: -1.9606 0.6894 0.0350  -0.378
C: -1.7802 -1.2871 -1.4085  0.057
C: 1.6207 -0.0505 -0.9306  0.377
C: -2.9125 1.6555 0.8340  0.011
C: -2.4486 -0.6044 -0.5080  -0.119
C: 2.0539 0.0988 1.4655  0.006
H: -0.8101 -0.8909 -1.6848  0.035
H: -3.1547 1.0119 1.6467  0.076
H: -0.3216 1.8309 0.3598  0.055
H: -3.5051 -0.7840 -0.3000  0.114
H: 1.3406 -0.7337 1.6324  0.122
H: 1.4717 1.0723 1.5476  0.116
H: 4.0859 1.2124 -0.2731  0.123
H: 4.3412 -0.4479 0.2418  0.099
H: -2.2019 2.5077 1.1363  0.107
H: -3.5318 1.8862 0.0154  0.070
H: 3.7325 -0.0320 -1.4268  0.095
H: 2.9731 0.1103 2.0623  0.115
H: -2.2026 -2.1714 -1.8112  0.067

Atoms 1-2, force components in eV/Å:
-1.46 0.28 -1.26
2.40 -1.84 -0.97

Entry 4:
A molecular structure, C24H52B3O11P, computed with ωB97M-V with the def2-TZVPD basis set.

The LUMO energy is 0.1 eV. For the HOMO-LUMO gap, the calculation gives 8.8 eV. As for the spin multiplicity: 1. The calculation puts the HOMO energy at -8.689 eV.

Each line ends with the Löwdin charge.
Cartesian coordinates (Å):
P: -1.7998 -3.2728 0.1221  0.883
O: 2.7997 2.5185 5.0397  -0.146
O: -1.6434 -1.6307 0.0798  -0.309
O: 4.6798 3.5152 -2.5927  -0.137
O: -0.8281 -3.8082 1.3317  -0.302
O: -4.1748 -2.8384 1.7961  0.199
O: -4.4116 -4.4838 0.1062  0.228
O: -6.0928 -2.8931 0.4588  0.240
O: -0.3217 3.4432 -4.9682  -0.160
O: -0.2115 -2.3784 5.2325  -0.145
O: -3.8172 -7.4075 -3.1809  -0.137
O: -1.5072 1.8003 -0.0938  -0.148
C: 0.7685 3.6421 -7.0567  -0.165
C: 1.0916 -2.2434 4.6529  -0.200
C: -0.7164 1.0576 -1.0337  -0.205
C: -1.5009 3.1866 -0.4487  -0.200
C: 0.9738 -1.1614 3.5892  -0.159
C: 0.8069 4.9946 -6.3495  -0.166
C: -0.4364 2.0001 -2.1957  -0.170
C: 3.5758 1.4291 -2.4577  -0.168
C: -0.4113 3.3528 -1.4995  -0.166
C: 4.6750 1.4694 -1.3998  -0.165
C: -2.8087 -8.4060 -3.0215  -0.208
C: 2.9341 3.9416 5.0542  -0.205
C: 0.4663 2.6990 -5.9000  -0.202
C: -3.0272 -7.2742 -0.9571  -0.167
C: 2.6678 3.2249 7.2931  -0.168
C: 2.3592 4.4128 6.3841  -0.170
C: -1.9845 -7.9927 -1.8091  -0.166
C: 5.5518 2.6054 -1.9152  -0.204
C: 3.4020 2.9052 -2.7797  -0.205
C: -0.1125 -0.2656 4.1741  -0.156
C: -1.0378 -1.2853 4.8234  -0.201
C: -3.8613 -6.5724 -2.0208  -0.210
C: -0.2968 4.8304 -5.3132  -0.201
C: 2.4548 2.0532 6.3446  -0.214
B: -5.7331 -4.2210 0.4424  -0.333
B: -5.4257 -2.3197 1.5232  -0.342
B: -3.6320 -3.5691 0.7292  -0.628
H: 0.5561 3.5050 -1.0137  0.104
H: 1.9135 -0.6445 3.4029  0.114
H: -1.5685 -0.8933 5.6916  0.116
H: -1.5156 -8.8394 -1.3100  0.110
H: 1.2789 4.5493 6.3005  0.113
H: -2.3816 -1.2048 0.5530  0.060
H: -1.2533 1.9691 -2.9171  0.113
H: -4.9005 -6.4294 -1.7247  0.110
H: 6.0723 3.1375 -1.1186  0.115
H: 3.9968 4.1925 4.9699  0.116
H: 3.0709 1.1879 6.5922  0.118
H: -1.2554 0.1634 -1.3286  0.094
H: 1.3870 2.3768 -5.3999  0.103
H: 3.9260 0.8901 -3.3410  0.116
H: -0.6193 0.3525 3.4342  0.114
H: 3.7093 3.2621 7.6193  0.113
H: -2.6015 -6.5829 -0.2328  0.098
H: 2.0361 3.1716 8.1782  0.111
H: 0.6401 5.8426 -7.0115  0.111
H: 5.2175 0.5318 -1.2913  0.111
H: -1.7804 -1.6588 4.1063  0.106
H: 2.6883 3.3789 -2.0969  0.107
H: -2.4845 3.4475 -0.8550  0.117
H: 6.2959 2.2385 -2.6305  0.116
H: -3.2970 -9.3734 -2.8583  0.115
H: -0.5926 4.1921 -2.1689  0.102
H: 1.4043 -3.2071 4.2495  0.116
H: 1.7955 -1.9529 5.4403  0.115
H: 0.4861 1.7605 -2.7218  0.093
H: -3.4353 -5.5967 -2.2751  0.116
H: -5.9162 -1.4642 2.1730  0.120
H: -1.1103 -3.5496 2.2277  0.053
H: 1.7713 5.1322 -5.8557  0.113
H: 1.4049 1.7408 6.3354  0.102
H: -1.2737 5.1050 -5.7252  0.118
H: 4.2501 1.7311 -0.4284  0.114
H: 1.6920 3.3901 -7.5754  0.112
H: 2.4119 4.3577 4.1923  0.116
H: 2.7949 5.3513 6.7230  0.110
H: -0.0876 1.8111 -6.2061  0.120
H: -1.1995 -7.2940 -2.1053  0.115
H: -0.1242 5.4196 -4.4114  0.111
H: 0.3177 0.3924 4.9306  0.090
H: -0.0467 3.6217 -7.7830  0.114
H: 0.2118 0.7527 -0.5361  0.117
H: 2.6540 0.9595 -2.1168  0.099
H: 3.0668 3.0779 -3.8038  0.105
H: -2.2198 -8.4675 -3.9373  0.115
H: -1.3277 3.7846 0.4471  0.115
H: 0.6319 -1.5977 2.6470  0.100
H: -3.6371 -8.0030 -0.4176  0.118
H: -6.4682 -5.0767 0.8003  0.133

Atoms 1-2, force components in eV/Å:
1.14 -0.88 -1.74
0.00 0.01 0.02

Number 2 is which compound?
C3H2LaO3

Number 3 is which compound?
C7H13N2